No. 1
Below is a molecular structure, C40H51N8O3P2ReTe, with properties calculated with the ωB97M-V functional and the def2-TZVPD basis.

```
106
Properties=species:S:1:pos:R:3:lowdin_charge:R:1
Re -0.376 1.273 1.024 1.240
Te 0.924 -1.589 -0.541 1.478
P -2.822 -2.035 1.266 0.856
P -1.026 0.191 3.120 0.754
O 2.068 1.395 2.063 0.001
O -2.628 2.004 -1.473 0.053
O -2.443 3.189 1.679 -0.207
N -0.727 4.902 2.673 0.240
N 1.578 4.668 3.179 -0.082
N -1.542 0.567 -0.190 -0.128
N 2.412 5.022 -3.623 0.118
N -3.325 3.412 0.757 -0.206
N 0.377 2.425 -0.376 -0.052
N 0.463 2.943 2.322 0.011
N 1.753 4.059 -1.483 0.114
C 0.104 0.638 4.501 -0.252
C -4.166 -2.464 2.467 -0.298
C 1.245 -1.065 -2.579 -0.442
C 1.533 -2.007 -3.566 -0.303
C 4.049 -4.654 0.093 -0.016
C -3.191 4.446 -0.084 -0.013
C -2.581 0.875 3.794 -0.247
C 6.551 -4.706 0.040 -0.043
C -4.106 4.670 -1.086 -0.025
C -2.163 -0.096 -2.463 -0.164
C 3.999 -0.464 -0.702 -0.071
C -2.471 -0.468 -4.818 -0.056
C -2.929 -3.619 0.304 -0.291
C 1.737 2.517 2.417 -0.521
C -2.000 -1.460 -2.269 -0.096
C -2.309 -1.830 -4.620 -0.057
C 1.017 3.205 -0.988 -0.290
C 2.821 -4.013 -0.019 -0.321
C -2.077 -2.325 -3.346 -0.063
C -1.338 -2.518 2.283 -0.461
C 5.202 -2.616 -0.325 -0.005
C 1.590 -4.854 0.138 -0.079
C -2.123 0.880 -1.351 -0.519
C -5.201 3.829 -1.215 -0.037
C -2.399 0.396 -3.744 -0.011
C 2.068 4.534 -2.639 -0.391
C 5.249 -3.977 -0.064 -0.261
C 3.996 -1.938 -0.435 -0.299
C 1.882 6.019 3.577 -0.010
C 2.798 -2.644 -0.296 -0.370
C 1.719 -1.548 -4.865 -0.038
C 1.261 0.708 -4.199 -0.071
C -5.332 2.777 -0.320 -0.023
C -4.383 2.594 0.657 -0.015
C 0.396 4.221 2.724 -0.376
C -1.140 -1.623 3.493 -0.383
C 1.610 -3.468 -3.257 -0.055
C 2.579 3.640 2.996 -0.004
C 1.088 0.271 -2.902 -0.159
C 1.597 -0.206 -5.181 -0.066
H -1.964 -1.757 4.200 0.086
H 1.531 -5.579 -0.673 0.089
H -1.962 -3.388 -3.193 0.110
H -3.932 -3.376 3.015 0.045
H -5.925 3.977 -2.000 0.117
H -0.274 0.185 5.419 0.058
H 4.995 -0.050 -0.562 0.082
H -2.527 1.461 -3.865 0.120
H 0.143 1.718 4.632 0.038
H 0.687 -4.244 0.127 -0.001
H -4.343 -1.651 3.167 0.011
H -3.207 -4.451 0.952 0.044
H 1.145 1.754 -4.437 0.105
H -2.321 5.071 0.056 0.139
H 3.362 3.958 2.301 0.155
H -2.654 -0.084 -5.810 0.110
H 3.035 3.348 3.945 0.150
H -0.210 -1.906 3.997 0.089
H 7.392 -4.018 0.044 0.077
H -6.160 2.087 -0.380 0.121
H -4.411 1.785 1.370 0.134
H -2.635 0.711 4.870 0.057
H -3.687 -3.506 -0.470 0.039
H 1.834 6.707 2.727 0.105
H -1.531 4.355 2.272 0.062
H -0.471 -2.413 1.620 -0.030
H 1.468 -4.066 -4.155 0.086
H 0.837 -3.725 -2.530 0.049
H 1.630 -5.408 1.073 0.086
H -0.783 5.863 2.964 0.123
H 0.811 0.964 -2.122 0.048
H 1.747 0.122 -6.197 0.107
H 6.671 -5.384 -0.804 0.087
H 2.579 -3.725 -2.827 0.086
H 6.125 -2.067 -0.451 0.117
H -1.972 -3.838 -0.169 0.023
H -3.950 5.494 -1.764 0.121
H -1.849 -1.826 -1.265 0.003
H -3.422 0.400 3.300 0.017
H 1.192 6.358 4.352 0.098
H 1.955 -2.256 -5.646 0.115
H 1.108 0.263 4.301 0.048
H 6.579 -5.303 0.949 0.083
H -2.368 -2.505 -5.461 0.110
H 3.308 0.047 -0.025 0.039
H -5.076 -2.613 1.887 0.040
H -2.602 1.940 3.574 0.020
H 3.690 -0.264 -1.729 0.078
H -1.415 -3.568 2.590 0.092
H 4.069 -5.715 0.298 0.125
H 2.890 6.036 3.985 0.101
```

Summary:
2S+1: 2
Energy above the lowest of the compared OMol25 structures with the same formula, charge and spin in kcal per mole: 59.7
HOMO level (spin up / spin down) in Ha: -0.352 / -0.363
Net charge: +1
HOMO-LUMO gap (spin up / spin down) in Ha: 0.2025 / 0.2255

No. 2
Below is a molecular structure, C39H43NO2PS2V, with properties calculated with the ωB97M-V functional and the def2-TZVPD basis.

```
89
Properties=species:S:1:pos:R:3:lowdin_charge:R:1
V -2.450 -17.935 8.808 0.612
S -2.477 -19.166 11.826 0.974
S -0.690 -15.199 9.086 0.929
P -5.581 -17.293 7.923 0.706
O -1.762 -18.892 10.245 -0.684
O -1.829 -16.334 8.680 -0.656
N -4.244 -17.683 8.587 -0.308
C -8.897 -14.912 8.692 -0.074
C -4.834 -16.196 4.095 -0.090
C -9.183 -15.278 10.015 -0.099
C -1.148 -16.079 11.778 -0.243
C -8.381 -16.234 10.631 -0.097
C -1.055 -19.843 12.674 -0.409
C -1.967 -19.143 7.538 -0.243
C -1.001 -14.894 10.845 -0.385
C -4.969 -14.976 6.626 -0.063
C -1.326 -19.262 6.211 -0.687
C -7.469 -18.904 6.829 -0.097
C -8.050 -20.115 6.430 -0.104
C 3.430 -17.254 9.100 -0.121
C -0.673 -18.057 5.545 -0.079
C -4.371 -14.314 5.529 -0.083
C -6.305 -21.321 7.573 -0.089
C -0.295 -20.409 6.286 -0.071
C -2.687 -17.751 12.784 -0.494
C 0.036 -20.793 14.627 -0.098
C 0.930 -16.015 9.060 -0.379
C 2.074 -15.269 9.395 -0.108
C 1.055 -17.400 8.779 -0.073
C -5.423 -16.882 5.164 -0.088
C -2.631 -16.409 12.119 -0.252
C 1.278 -20.700 13.988 -0.112
C -5.724 -20.128 8.014 -0.045
C 2.307 -18.007 8.832 -0.101
C 1.359 -20.127 12.740 -0.080
C -7.227 -16.694 10.008 -0.077
C -2.494 -19.578 5.244 -0.090
C -5.363 -16.326 6.440 -0.301
C -6.270 -18.899 7.577 -0.268
C -4.231 -14.949 4.306 -0.103
C -7.794 -15.510 8.001 -0.082
C -1.123 -20.413 13.950 -0.101
C -7.474 -21.299 6.833 -0.123
C 0.190 -19.759 12.057 -0.066
C -6.913 -16.352 8.684 -0.290
C 3.324 -15.901 9.427 -0.103
H 0.000 -20.795 5.301 0.069
H -9.477 -14.203 8.110 0.091
H -3.714 -14.455 3.491 0.094
H 1.963 -14.201 9.564 0.089
H -0.625 -15.821 12.747 0.126
H -5.960 -17.824 4.934 0.110
H -5.099 -14.474 7.569 0.105
H -5.833 -22.259 7.860 0.101
H -2.073 -20.561 14.461 0.102
H -1.976 -17.785 13.681 0.107
H 4.183 -15.313 9.683 0.085
H -1.939 -14.312 10.815 0.084
H -3.306 -16.343 11.251 0.100
H -6.562 -17.365 10.592 0.117
H 2.295 -19.974 12.256 0.090
H 4.439 -17.715 9.012 0.104
H -7.950 -22.228 6.505 0.098
H 0.340 -17.890 5.961 0.069
H 2.172 -21.082 14.465 0.092
H -3.135 -20.383 5.651 0.076
H -4.078 -13.270 5.617 0.099
H -3.146 -18.721 5.106 0.054
H -8.642 -16.597 11.613 0.095
H -0.506 -18.211 4.453 0.081
H -8.994 -20.124 5.863 0.101
H -4.876 -16.667 3.094 0.106
H -2.073 -20.116 8.101 0.049
H -1.228 -17.121 5.639 0.076
H -10.040 -14.861 10.535 0.094
H -0.152 -14.245 11.174 0.076
H -0.645 -16.957 11.370 0.084
H -4.875 -20.162 8.727 0.109
H 2.402 -19.065 8.571 0.103
H -2.148 -19.896 4.234 0.073
H -0.789 -21.229 6.842 0.075
H -3.687 -17.945 13.240 0.077
H 0.258 -19.371 11.053 0.085
H -7.927 -17.957 6.566 0.096
H -2.989 -15.628 12.823 0.115
H 0.010 -21.143 15.659 0.095
H 0.594 -20.071 6.846 0.067
H 0.158 -17.962 8.479 0.073
H -7.648 -15.311 6.933 0.104
```

Summary:
2S+1: 4
Energy above the lowest of the compared OMol25 structures with the same formula, charge and spin in kcal per mole: 0.0
HOMO level (spin up / spin down) in Ha: -0.044 / -0.101
Net charge: -1
HOMO-LUMO gap (spin up / spin down) in Ha: 0.1379 / 0.1925

No. 3
Below is a gas-phase ion, C3H9N2O2 (charge +1), with properties calculated with the ωB97M-V functional and the def2-TZVPD basis.

```
16
Properties=species:S:1:pos:R:3:nbo_charge:R:1
O -1.621 1.168 -0.858 -0.684
O 1.853 1.278 -0.562 -0.655
N 0.114 -0.505 -0.438 -0.392
N 0.019 1.068 0.938 -0.644
C -1.001 0.377 0.128 0.402
C 0.066 -1.877 0.065 -0.429
C 1.144 0.412 0.219 0.424
H 0.024 2.060 0.882 0.389
H -0.028 -1.900 1.125 0.239
H -1.522 -0.271 0.830 0.197
H 1.781 -0.250 0.789 0.184
H 0.047 -0.500 -1.450 0.459
H -2.474 1.476 -0.574 0.518
H 1.543 2.171 -0.371 0.500
H 0.919 -2.423 -0.292 0.250
H -0.863 -2.285 -0.430 0.243
```

Summary:
Energy above the lowest of the compared OMol25 structures with the same formula, charge and spin in kcal per mole: 65.2
HOMO level in Ha: -0.551
Net charge: +1
SMILES: C[N@H+]1[C@H](O)N[C@@H]1O
HOMO-LUMO gap in Ha: 0.4421

No. 4
Below is a molecular structure, C34H38LuN5O2P2S4, with properties calculated with the ωB97M-V functional and the def2-TZVPD basis.

```
86
Properties=species:S:1:pos:R:3:lowdin_charge:R:1
Lu 0.271 0.589 -0.390 1.166
S -1.410 2.552 -0.496 0.091
S -0.634 0.670 2.558 0.193
S -3.593 1.773 1.948 0.188
S -2.132 1.710 3.134 -0.069
P -0.191 -1.484 -2.793 1.014
P 0.451 3.510 -0.648 0.557
O 1.760 -5.976 2.362 -0.025
O 3.853 -5.078 2.559 -0.024
N 2.231 -0.940 -4.044 0.133
N 1.151 -1.353 0.722 0.012
N 2.329 1.585 -2.826 0.054
N -1.480 -1.124 0.036 -0.064
N 2.751 0.722 0.133 0.033
C 0.303 -2.318 1.118 -0.249
C 1.422 3.671 1.935 -0.127
C 4.321 2.094 -4.065 -0.030
C 0.684 4.542 0.921 -0.769
C -2.773 -0.898 -0.194 -0.180
C -0.017 4.816 -1.846 -0.323
C -0.923 -4.088 -2.533 -0.104
C -3.431 -2.427 1.501 -0.032
C 2.961 -2.700 1.477 0.067
C 0.544 -3.637 -4.526 -0.098
C 1.347 0.749 -2.512 -0.335
C -1.145 -2.043 0.949 -0.299
C 3.255 -0.082 -4.304 -0.214
C 2.467 -1.542 0.908 -0.196
C 4.321 -0.495 -5.140 -0.018
C -2.091 -2.704 1.715 0.003
C 5.513 0.500 0.079 -0.031
C 1.305 -0.514 -3.220 -0.470
C 3.520 1.748 -0.247 -0.167
C 0.738 -3.530 1.605 0.056
C 3.264 1.207 -3.740 -0.233
C -0.636 5.025 1.511 -0.119
C 3.350 -0.429 0.480 -0.197
C 0.267 -3.275 -3.067 -0.720
C 1.504 -3.566 -2.208 -0.087
C 2.095 -3.732 1.793 -0.062
C 5.345 0.365 -5.409 -0.082
C 4.899 1.688 -0.275 -0.039
C 4.727 -0.577 0.445 0.010
C 1.577 5.739 0.575 -0.112
C 2.635 -5.093 2.309 -0.678
C -3.782 -1.532 0.504 -0.067
C 5.339 1.677 -4.872 -0.083
C -1.158 -1.041 -4.299 -0.249
H 4.295 3.098 -3.656 0.109
H -0.441 5.636 2.400 0.091
H 0.069 -4.352 1.825 0.126
H 1.910 6.223 1.498 0.089
H 5.473 2.550 -0.587 0.112
H 4.293 -1.498 -5.549 0.113
H -0.265 4.325 -2.785 0.033
H 0.939 -4.658 -4.566 0.088
H -1.837 -3.879 -3.098 0.074
H -4.189 -2.896 2.115 0.118
H 1.418 4.148 2.921 0.094
H 0.955 2.695 2.052 -0.014
H -0.711 -5.158 -2.614 0.090
H 6.158 2.349 -5.101 0.101
H 2.462 3.511 1.643 0.067
H 1.044 6.485 -0.016 0.072
H -1.114 -3.860 -1.480 0.064
H 0.808 5.505 -2.021 0.033
H 6.592 0.407 0.065 0.117
H 2.469 5.430 0.018 0.079
H -1.270 4.185 1.802 0.014
H -2.062 -1.649 -4.371 0.038
H 1.283 -2.969 -4.964 0.058
H -1.780 -3.394 2.486 0.124
H -4.817 -1.290 0.298 0.113
H 5.181 -1.524 0.692 0.116
H -2.998 -0.174 -0.969 0.103
H 1.383 -3.191 -1.188 0.050
H -0.367 -3.609 -5.130 0.075
H 4.010 -2.858 1.689 0.119
H 2.996 2.635 -0.559 0.046
H 2.395 -3.111 -2.639 0.073
H -0.893 5.352 -1.483 0.034
H 1.665 -4.647 -2.143 0.096
H 6.164 0.052 -6.044 0.102
H -1.453 0.005 -4.218 0.037
H -1.200 5.634 0.801 0.077
H -0.550 -1.174 -5.193 0.041
```

Summary:
Energy above the lowest of the compared OMol25 structures with the same formula, charge and spin in kcal per mole: 60.4
HOMO level in Ha: -0.294
Net charge: 0
HOMO-LUMO gap in Ha: 0.1816

No. 5
Below is a molecular structure, C10H9BrF5N3O6TeTi, with properties calculated with the ωB97M-V functional and the def2-TZVPD basis.

```
36
Properties=species:S:1:pos:R:3:nbo_charge:R:1
Te -1.195 3.333 0.281 2.587
Br -2.982 -3.251 -2.582 -0.023
Ti 0.712 0.500 0.467 1.693
F 1.702 2.006 0.505 -0.548
F -2.551 3.180 -1.176 -0.733
F -2.727 2.907 1.283 -0.652
F -1.738 5.196 0.629 -0.720
F -0.385 3.388 2.058 -0.703
O 0.116 2.239 -2.454 -0.651
O 4.199 -0.670 2.186 -0.704
O -0.892 1.204 0.382 -0.997
O 2.520 -0.599 0.692 -0.755
O 0.120 -2.025 3.706 -0.697
O 0.777 0.253 -1.607 -0.719
N -1.543 -0.895 -2.535 -0.446
N 0.677 -0.217 2.379 -0.655
N -0.304 -1.504 0.316 -0.808
C 2.001 -0.045 2.947 -0.364
C -1.289 0.394 -2.791 0.128
C -2.664 -1.393 -2.985 0.173
C -2.191 1.190 -3.488 -0.194
C -0.011 1.038 -2.246 0.773
C -3.367 0.632 -3.948 -0.167
C -0.992 -1.707 1.596 -0.313
C -3.627 -0.710 -3.702 -0.298
C -0.007 -1.323 2.699 0.656
C 3.029 -0.479 1.872 0.787
H -4.533 -1.198 -4.028 0.219
H -4.093 1.235 -4.478 0.208
H 0.423 -2.192 0.154 0.392
H -1.955 2.237 -3.599 0.265
H -1.329 -2.732 1.759 0.184
H -1.847 -1.029 1.621 0.230
H 2.160 -0.652 3.838 0.222
H -0.916 -1.475 -0.493 0.416
H 2.180 1.004 3.191 0.215
```

Summary:
Energy above the lowest of the compared OMol25 structures with the same formula, charge and spin in kcal per mole: 14.3
HOMO level in Ha: -0.104
Net charge: -2
HOMO-LUMO gap in Ha: 0.2500

No. 6
Below is a single C3H6N4 molecule, with properties calculated with the ωB97M-V functional and the def2-TZVPD basis.

```
13
Properties=species:S:1:pos:R:3:nbo_charge:R:1
N -1.126 0.328 1.890 -0.208
N 0.269 -1.361 -0.591 -0.222
N -0.564 1.501 1.284 -0.449
N 0.761 -1.193 -1.854 -0.643
C -0.099 -0.371 0.037 0.137
C 0.126 1.002 0.027 -0.348
C -0.594 -0.689 1.438 0.014
H 1.185 1.109 -0.027 0.225
H 1.111 -0.224 -2.059 0.323
H -0.323 1.248 -0.978 0.220
H -0.818 -1.676 1.663 0.205
H -1.425 2.163 1.195 0.380
H 1.496 -1.838 -2.023 0.366
```

Summary:
Energy above the lowest of the compared OMol25 structures with the same formula, charge and spin in kcal per mole: 89.0
HOMO level in Ha: -0.315
Net charge: 0
SMILES: N/N=C1/C=NNC1
HOMO-LUMO gap in Ha: 0.3457

No. 7
Below is a molecular structure, C6H11NO, with properties calculated with the ωB97M-V functional and the def2-TZVPD basis.

```
19
Properties=species:S:1:pos:R:3:nbo_charge:R:1
O -2.036 -0.125 -0.769 -0.509
N 0.259 1.658 0.734 -0.830
C -0.100 0.747 -0.339 0.015
C -1.347 1.021 -1.261 -0.061
C 0.769 -0.388 -0.678 -0.236
C -1.055 -1.387 1.121 -0.657
C 2.058 -0.638 0.031 -0.626
C -0.857 -0.510 -0.054 0.281
H 2.493 -1.594 -0.278 0.220
H -0.458 2.363 0.885 0.368
H 2.798 0.131 -0.218 0.213
H 1.137 2.126 0.523 0.360
H -0.774 -2.419 0.879 0.212
H -2.113 -1.435 1.398 0.230
H -1.149 0.925 -2.331 0.179
H 0.778 -0.753 -1.699 0.212
H -0.470 -1.040 1.977 0.230
H 1.934 -0.640 1.117 0.223
H -1.868 1.956 -1.040 0.177
```

Summary:
Energy above the lowest of the compared OMol25 structures with the same formula, charge and spin in kcal per mole: 85.7
HOMO level in Ha: -0.280
Net charge: 0
HOMO-LUMO gap in Ha: 0.3151

No. 8
Below is 2 unconnected molecules or ions with the total composition C12H9FINO5S, with properties calculated with the ωB97M-V functional and the def2-TZVPD basis.

```
30
Properties=species:S:1:pos:R:3:nbo_charge:R:1
I 2.403 0.101 -0.803 0.069
S -4.640 1.895 0.264 2.432
F -5.655 2.939 -0.231 -0.444
O -4.787 1.753 1.668 -0.895
O -3.179 4.734 0.984 -0.455
O 0.933 0.714 1.638 -0.498
O -4.735 0.702 -0.497 -0.901
O -0.325 2.757 -2.101 -0.458
N 3.570 -4.103 -0.239 -0.508
C -2.241 2.000 -0.906 -0.158
C 2.523 -5.946 -0.875 -0.304
C 3.735 -5.309 -0.865 -0.079
C 1.364 1.266 0.672 0.469
C 1.589 -5.088 -0.234 -0.306
C -1.075 3.610 1.138 -0.223
C 2.264 -3.959 0.144 -0.078
C -3.031 2.574 -0.015 -0.401
C 1.188 2.780 0.511 -0.546
C -2.510 3.759 0.755 0.517
C -0.266 3.030 0.263 -0.038
C -0.869 2.595 -1.041 0.499
H 1.802 3.188 -0.282 0.261
H -2.546 1.140 -1.477 0.272
H -0.736 3.969 2.093 0.244
H 4.294 -3.428 -0.085 0.409
H 0.541 -5.278 -0.071 0.222
H 1.433 3.200 1.477 0.255
H 1.931 -3.070 0.652 0.213
H 2.327 -6.917 -1.295 0.221
H 4.696 -5.609 -1.245 0.209
```

Summary:
HOMO level in Ha: -0.305
Net charge: 0
SMILES: O=C(I)CC1=CC(=O)C(S(=O)(=O)F)=CC1=O.c1cc[nH]c1
HOMO-LUMO gap in Ha: 0.2350

Number 1: energy -3247.3401 Eh. Number 2: energy -3798.6430 Eh. Number 3: energy -379.4010 Eh. Number 4: energy -5253.8010 Eh. Number 5: energy -5193.4418 Eh. Number 6: energy -336.8074 Eh. Number 7: energy -365.0948 Eh. Number 8: energy -1689.3021 Eh.